No. 1
Computed, not measured: a cluster of 9 separate species, C63H147N9O15 in total, with ωB97M-V/def2-TZVPD.

**Total charge**: 0
**SMILES string**: CC1(C)CCCC(C)(C)N1O.CC1(C)CCCC(C)(C)N1O.CC1(C)CCCC(C)(C)N1O.COCCNCCOC.COCCNCCOC.COCCNCCOC.COCCNCCOC.COCCNCCOC.COCCNCCOC
**LUMO energy**: 0.477 eV
**Orbital gap**: 8.431 eV
**Energy above the lowest of the compared OMol25 structures with the same formula, charge and spin**: 22.18 kcal per mole
**Calculated total energy**: -111824.5488 eV
**HOMO energy**: -7.954 eV

Structure (XYZ):
```
234
Properties=species:S:1:pos:R:3:mulliken_charge:R:1
C 23.55348 23.65694 -17.24015 -1.521
C 24.78693 24.12007 -16.42814 1.163
C 24.84203 23.37783 -15.06719 -1.867
C 26.05690 23.72604 -17.17083 -1.096
C 27.28664 24.53571 -16.76847 -1.002
C 27.00479 26.02156 -16.88180 -1.043
C 25.80191 26.47735 -16.03912 1.648
C 26.24572 26.60120 -14.55970 -1.742
C 25.46508 27.87422 -16.55689 -1.933
N 24.69705 25.56478 -16.27426 1.326
O 23.49772 25.98012 -15.65375 -0.651
H 22.61232 23.73072 -16.70147 0.369
H 23.48236 24.34365 -18.08730 0.083
H 23.76292 22.67366 -17.66126 0.442
H 23.94735 23.58794 -14.47306 0.339
H 24.84277 22.29498 -15.20216 0.454
H 25.68516 23.68176 -14.45030 0.351
H 26.25712 22.66357 -17.01220 0.489
H 25.88238 23.78562 -18.25327 0.326
H 27.55752 24.19115 -15.76520 0.396
H 28.12398 24.12979 -17.34286 0.415
H 27.00359 26.45848 -17.88090 0.421
H 27.92589 26.44648 -16.46136 0.491
H 25.51471 27.00364 -13.86318 0.331
H 27.20957 27.10403 -14.48797 0.397
H 26.44128 25.57099 -14.25180 0.375
H 24.96300 27.86351 -17.53325 -0.252
H 26.33697 28.52673 -16.60020 0.325
H 24.69357 28.41647 -15.99558 0.577
H 23.01616 26.33748 -16.41071 0.243
C 23.56033 23.76921 -26.78200 -0.841
C 23.03463 22.32936 -26.65156 1.821
C 22.69936 21.97522 -25.18070 -2.139
C 21.70275 22.22181 -27.41112 -1.178
C 21.81836 21.97827 -28.90672 -0.694
C 22.79052 20.83174 -29.13990 -1.480
C 24.18779 21.04970 -28.55663 1.867
C 24.90578 19.68116 -28.60738 -2.012
C 25.00234 22.07440 -29.34725 -1.572
N 24.01736 21.36352 -27.13420 0.141
O 25.24272 21.49687 -26.46720 -0.319
H 22.92645 24.49629 -26.27290 0.813
H 24.60753 23.84466 -26.49113 -0.616
H 23.47595 24.08910 -27.82626 0.107
H 23.57799 21.93860 -24.53143 0.310
H 22.01210 22.74625 -24.83657 0.328
H 22.34652 20.94462 -25.13224 0.585
H 21.10162 21.45447 -26.91676 0.429
H 21.10918 23.12874 -27.25880 0.307
H 20.82955 21.74858 -29.31377 0.446
H 22.04945 22.89463 -29.45980 0.374
H 22.81449 20.50008 -30.18099 0.448
H 22.35161 19.95819 -28.64462 0.428
H 25.07066 19.34222 -29.63340 0.423
H 24.32426 18.88903 -28.13107 0.435
H 25.88826 19.68684 -28.13380 0.384
H 25.52539 21.58421 -30.17058 0.539
H 25.81400 22.43930 -28.71415 0.143
H 24.34598 22.84892 -29.74053 0.306
H 25.26501 20.78826 -25.81473 0.325
C 27.20469 24.29996 -23.76771 -1.953
C 28.35316 24.18985 -24.82916 2.444
C 28.99514 22.79474 -24.76602 -2.038
C 27.80008 24.32703 -26.25673 -0.953
C 27.48395 25.76451 -26.67697 1.682
C 28.65043 26.71077 -26.43227 -1.887
C 29.35081 26.55828 -25.06701 1.990
C 30.82064 26.96336 -25.28553 -2.060
C 28.61894 27.60231 -24.14223 -1.602
N 29.35652 25.20424 -24.56277 0.062
O 29.86331 25.14786 -23.24501 -0.486
H 26.91124 25.34700 -23.70333 0.372
H 26.44365 23.57343 -24.05426 0.232
H 27.59334 23.94525 -22.81130 0.523
H 28.28028 22.00515 -24.99339 0.197
H 29.88385 22.80650 -25.39407 0.525
H 29.32678 22.61827 -23.73904 0.425
H 28.61140 23.98176 -26.90687 0.534
H 26.88472 23.76462 -26.43543 -0.517
H 27.10735 25.87190 -27.69973 0.598
H 26.56263 25.98826 -26.12100 -1.445
H 28.18904 27.69950 -26.50756 0.324
H 29.35569 26.70594 -27.26628 0.401
H 31.39910 26.22197 -25.83357 0.406
H 31.36172 27.11013 -24.34923 0.369
H 30.79934 27.90936 -25.83342 0.463
H 28.69665 27.48253 -23.06088 0.258
H 27.57053 27.72694 -24.42251 0.318
H 29.06852 28.57524 -24.36138 0.475
H 29.11893 25.47636 -22.71149 0.367
C 26.14645 31.65498 -17.13018 -0.818
O 25.60284 31.38325 -18.39744 -0.414
C 24.26701 30.89551 -18.36601 0.624
C 23.87899 30.80455 -19.83150 -0.768
N 22.60419 30.10748 -19.96899 0.810
C 22.06539 30.15402 -21.31821 -0.841
C 21.12668 28.99708 -21.61035 0.028
O 19.76498 29.40478 -21.44662 -0.514
C 18.87073 28.35547 -21.71409 -0.582
H 27.14176 31.22393 -16.97306 0.286
H 25.54168 31.24938 -16.31488 0.312
H 26.32154 32.72586 -16.99161 0.295
H 23.53783 31.46677 -17.77582 0.279
H 24.27165 29.93084 -17.84110 -0.394
H 24.64626 30.23307 -20.35537 0.297
H 23.82306 31.81560 -20.25536 0.035
H 21.91292 30.44218 -19.30497 -0.172
H 22.89542 30.09728 -22.03096 0.215
H 21.64915 31.15338 -21.50654 0.507
H 21.21556 28.06461 -21.04804 0.154
H 21.22316 28.76122 -22.68314 0.243
H 18.80205 27.66538 -20.86584 0.104
H 19.19489 27.78248 -22.58820 0.311
H 17.84862 28.68682 -21.88731 0.282
C 25.40779 28.56107 -27.23926 -0.500
O 24.22932 29.17329 -26.71647 -0.344
C 24.14005 28.84063 -25.32147 0.534
C 23.27884 27.52893 -25.27166 -1.399
N 24.08430 26.38572 -24.89282 1.713
C 23.81384 25.81717 -23.57569 -0.963
C 24.13643 26.75201 -22.41665 0.752
O 23.64800 26.05972 -21.27420 -0.424
C 24.19568 26.50725 -20.04717 0.069
H 25.13526 27.49436 -27.24566 0.143
H 26.35418 28.68148 -26.71476 0.190
H 25.48630 28.71097 -28.31747 0.262
H 23.62158 29.63154 -24.77057 -0.186
H 25.14485 28.74016 -24.90898 0.200
H 22.79105 27.45735 -26.24411 0.461
H 22.50739 27.70107 -24.51184 0.014
H 24.22479 25.70492 -25.61579 -0.959
H 24.48741 24.96121 -23.52552 0.100
H 22.77909 25.45949 -23.51331 0.261
H 23.61432 27.70824 -22.50429 -0.552
H 25.22471 26.84044 -22.35413 0.300
H 25.15001 25.98258 -19.91637 0.512
H 23.52180 26.27325 -19.22801 -0.627
H 24.43037 27.57679 -20.01457 0.142
C 22.95896 30.96694 -28.99121 -0.688
O 24.12700 31.08501 -29.78024 -0.317
C 24.71708 32.36336 -29.64916 0.012
C 25.93453 32.45423 -30.54003 -0.973
N 26.57200 33.75008 -30.42791 -0.144
C 27.84068 33.75888 -31.12199 -0.632
C 28.52103 35.11048 -31.13027 -0.648
O 27.79114 35.98565 -31.97055 -0.307
C 28.51175 37.11430 -32.42619 -0.722
H 23.19138 31.19659 -27.94900 0.204
H 22.61888 29.93202 -28.96925 0.225
H 22.15454 31.56910 -29.42066 0.360
H 24.99773 32.56066 -28.61108 0.013
H 23.98264 33.14448 -29.88800 0.384
H 25.67600 32.12858 -31.55347 0.393
H 26.56180 31.67575 -30.08975 0.262
H 25.99974 34.46295 -30.87360 0.241
H 27.78552 33.38457 -32.15535 0.341
H 28.54008 33.10540 -30.58553 0.423
H 29.59706 35.07253 -31.31512 0.477
H 28.37903 35.52178 -30.11640 0.255
H 29.57235 36.87403 -32.52805 0.313
H 28.43206 37.93120 -31.70193 0.270
H 28.10905 37.47020 -33.37058 0.231
C 20.69653 26.63241 -18.47184 -0.425
O 20.92211 27.10710 -17.17502 -0.528
C 21.19039 28.50636 -17.08665 0.204
C 20.05005 29.32299 -17.63243 -0.900
N 20.35264 30.76017 -17.75180 -0.148
C 20.72213 31.40144 -16.50325 -0.670
C 19.65948 31.28107 -15.40203 -0.748
O 18.40329 31.68466 -15.94998 -0.307
C 17.36366 31.72512 -14.97738 -0.751
H 21.43438 26.91017 -19.23088 -0.163
H 19.66765 26.68688 -18.83449 0.399
H 20.86619 25.54692 -18.47027 0.300
H 22.14906 28.70922 -17.58121 0.253
H 21.37616 28.70440 -16.02829 0.559
H 19.13634 29.03074 -17.10345 0.388
H 19.91994 29.03724 -18.68054 -0.089
H 19.53651 31.25372 -18.09561 0.284
H 20.93348 32.44592 -16.73790 0.534
H 21.59432 30.92571 -16.04372 0.162
H 19.81127 31.89092 -14.50558 0.560
H 19.54584 30.21942 -15.13676 0.224
H 16.61258 32.29369 -15.51816 0.237
H 17.65965 32.18692 -14.02872 0.304
H 17.06128 30.71993 -14.66290 0.297
C 28.16918 32.94578 -26.97820 -0.445
O 27.26787 33.26007 -25.92454 -0.488
C 26.25096 32.28144 -25.80317 0.511
C 25.18614 32.72725 -24.82156 -0.695
N 25.75786 33.29114 -23.60871 -0.248
C 24.85849 33.91886 -22.66008 -0.232
C 24.00136 35.06512 -23.27631 -0.384
O 23.35956 35.74138 -22.23834 -0.340
C 22.54883 36.83686 -22.64779 -0.759
H 28.17072 33.75411 -27.70796 0.102
H 27.90426 32.01617 -27.49001 0.157
H 29.16502 32.76729 -26.56796 0.337
H 26.62120 31.26422 -25.63975 0.295
H 25.70452 32.22740 -26.75265 -0.376
H 24.58165 31.84650 -24.58699 0.251
H 24.55418 33.43658 -25.37194 0.329
H 26.41392 33.99564 -23.93053 0.328
H 25.48386 34.42497 -21.92387 0.495
H 24.16973 33.22440 -22.17853 -0.337
H 23.37322 34.58992 -24.03944 0.386
H 24.69940 35.74909 -23.78158 0.323
H 21.51625 36.69189 -22.32708 0.243
H 22.57800 37.04289 -23.71631 0.350
H 22.91045 37.69764 -22.08244 0.250
C 30.72340 25.58464 -36.28957 -0.726
O 30.85532 25.21211 -34.93970 -0.329
C 29.90720 25.75853 -34.06966 -0.370
C 30.40464 25.68432 -32.63193 -0.604
N 30.26030 24.42874 -31.88079 -0.421
C 28.86014 24.12250 -31.57052 -0.907
C 28.09722 25.14345 -30.72824 -0.060
O 27.57370 26.15568 -31.55668 -0.353
C 27.25850 27.40943 -30.95035 -0.516
H 31.19508 26.55595 -36.47096 0.267
H 29.66291 25.63435 -36.55749 0.324
H 31.20502 24.85695 -36.94024 0.249
H 28.93104 25.26174 -34.13039 0.327
H 29.72644 26.82528 -34.26016 0.363
H 29.82935 26.41584 -32.06235 0.169
H 31.43052 26.04066 -32.51084 0.351
H 30.63001 23.67490 -32.44979 0.296
H 28.80397 23.24119 -30.92290 0.466
H 28.28353 23.89726 -32.47431 0.336
H 28.83123 25.54866 -30.01137 0.174
H 27.36616 24.66628 -30.06435 0.308
H 26.17772 27.52073 -31.04115 0.320
H 27.84285 28.17514 -31.45927 0.314
H 27.50959 27.43392 -29.88558 0.061
```

---

No. 2
Computed, not measured: a cluster of 2 separate species, C8H14N2O in total, with ωB97M-V/def2-TZVPD.

**Total charge**: +2
**LUMO energy**: -8.148 eV
**Orbital gap**: 10.578 eV
**Energy above the lowest of the compared OMol25 structures with the same formula, charge and spin**: 70.54 kcal per mole
**Calculated total energy**: -13528.7916 eV
**HOMO energy**: -18.726 eV

Structure (XYZ):
```
25
Properties=species:S:1:pos:R:3:mulliken_charge:R:1
C -2.12739 -1.86309 0.74498 -0.288
C 2.21600 -0.85678 -1.28102 -0.928
C 0.30288 0.11086 -0.44126 0.805
C -3.80063 1.35879 -0.50643 -0.418
C -4.84249 0.50359 0.16490 -0.558
C -3.40565 0.11291 0.09896 0.459
C 3.52542 1.22597 0.58069 -1.073
C 2.29587 0.36313 0.92765 -0.584
N -2.67676 -0.79764 0.43981 0.042
N 1.51681 -0.17940 -0.25953 0.025
O -0.79759 0.27110 -0.72548 -0.287
H -2.14011 -2.80589 0.18008 0.321
H -1.71864 -1.87792 1.76055 0.348
H 2.83989 -0.20679 -1.89464 0.345
H 1.39910 -1.20308 -1.91867 0.421
H -3.73336 1.55392 -1.55633 0.295
H -3.39161 2.19498 -0.01353 0.258
H -5.35795 0.80979 1.12315 0.284
H -5.65757 0.25153 -0.52182 0.284
H 2.74717 -1.57043 -0.70984 0.377
H 4.21453 0.74603 -0.08178 0.377
H 3.02834 2.07488 0.05158 0.339
H 3.85415 1.33007 1.59383 0.363
H 1.70554 1.17973 1.26017 0.342
H 2.26273 -0.39862 1.70724 0.452
```

---

- The lowest calculated total energy belongs to which entry?
  C63H147N9O15

---

- The lowest orbital gap belongs to which entry?
  C63H147N9O15

---

- Which formula does entry 1 have?
  C63H147N9O15

---

- What is the energy above the lowest of the compared OMol25 structures with the same formula, charge and spin in the first record?
  22.18 kcal per mole